ORCA calculation (ωB97M-V/def2-TZVPD) on a single C22H21BrN2O3S molecule.

Each atom is followed by the atoms it is bonded to, with distances in Å.
Positions of all 50 atoms, in Å:
1 C 2.67717 1.40065 0.91802  C4 1.386, C41 1.392, H49 1.080
2 C 2.97792 3.77188 -0.44362  C18 1.386, H30 1.080, C36 1.384
3 C -4.26594 -2.56448 -0.57848  H10 1.087, H16 1.088, C19 1.531, H24 1.088
4 C 3.95496 1.85135 0.62758  C1 1.386, C9 1.506, C18 1.389
5 H -0.94377 2.96911 -0.06176  N26 1.027
6 H 3.47191 0.09154 -2.06659  C20 1.079
7 H 6.07453 1.45744 0.83062  C9 1.091
8 H -4.58935 4.73022 -1.28184  N44 1.006
9 C 5.11921 0.93406 0.89709  C4 1.506, H7 1.091, H11 1.098, O27 1.429
10 H -4.87223 -3.46343 -0.50072  C3 1.087
11 H 5.02326 0.47012 1.88791  C9 1.098
12 C -4.31348 0.93900 -0.12913  C29 1.356, C33 1.424, H46 1.077
13 H -5.22978 -2.97109 1.97260  C45 1.087
14 H 0.85079 3.83329 -0.58098  C36 1.080
15 C 3.70424 -1.78149 0.73574  C34 1.382, C38 1.392, H48 1.080
16 H -4.35724 -2.17035 -1.58799  C3 1.088
17 S -2.20779 -0.30926 0.68743  C22 1.716, C29 1.745
18 C 4.09741 3.05000 -0.05937  C2 1.386, C4 1.389, H47 1.080
19 C -4.72540 -1.52467 0.44730  C3 1.531, H23 1.097, C29 1.494, C45 1.529
20 C 3.19811 -0.63664 -1.31859  H6 1.079, C38 1.391, C43 1.382
21 C 0.26573 1.35470 0.62800  N26 1.356, O40 1.225, C41 1.481
22 C -2.06926 1.33979 0.23196  S17 1.716, N26 1.368, C33 1.382
23 H -5.77335 -1.26885 0.25006  C19 1.097
24 H -3.22562 -2.83016 -0.40427  C3 1.088
25 C -3.31482 3.29356 -0.61494  C33 1.461, O39 1.231, N44 1.351
26 N -0.86949 1.99614 0.25753  H5 1.027, C21 1.356, C22 1.368
27 O 5.18251 -0.07062 -0.11774  C9 1.429, C38 1.380
28 H -3.57430 -2.36173 2.06686  C45 1.087
29 C -3.91027 -0.28038 0.30685  C12 1.356, S17 1.745, C19 1.494
30 H 3.10160 4.71069 -0.96269  C2 1.080
31 H -5.35322 3.21038 -0.94776  N44 1.003
32 H -4.92077 -1.34712 2.59740  C45 1.088
33 C -3.26326 1.89912 -0.18189  C12 1.424, C22 1.382, C25 1.461
34 C 2.52136 -2.48937 0.63433  C15 1.382, C35 1.384, H50 1.079
35 C 1.67854 -2.24884 -0.43629  C34 1.384, Br37 1.892, C43 1.383
36 C 1.70366 3.28144 -0.21548  C2 1.384, H14 1.080, C41 1.392
37 Br 0.03318 -3.17592 -0.55121  C35 1.892
38 C 4.03962 -0.83540 -0.22859  C15 1.392, C20 1.391, O27 1.380
39 O -2.31622 4.01246 -0.65547  C25 1.231
40 O 0.21909 0.19537 1.02147  C21 1.225
41 C 1.54851 2.07526 0.46263  C1 1.392, C21 1.481, C36 1.392
42 H 1.35179 -1.17586 -2.26065  C43 1.079
43 C 2.01592 -1.34406 -1.42645  C20 1.382, C35 1.383, H42 1.079
44 N -4.52388 3.77271 -0.98120  H8 1.006, C25 1.351, H31 1.003
45 C -4.60655 -2.08683 1.86423  H13 1.087, C19 1.529, H28 1.087, H32 1.088
46 H -5.33215 1.14361 -0.41115  C12 1.077
47 H 5.08465 3.41442 -0.30256  C18 1.080
48 H 4.36347 -1.94860 1.57479  C15 1.080
49 H 2.52291 0.48699 1.47197  C1 1.080
50 H 2.24811 -3.20914 1.39071  C34 1.079

- 2S+1: 1
- Total charge: 0
- Largest force on an atom: 0.01424 Eh/bohr
- ΔE to the lowest compared entry with this formula, charge and spin: 14.6 kJ/mol
- SMILES string: CC(C)c1cc(C(N)=O)c(NC(=O)c2cccc(COc3ccc(Br)cc3)c2)s1
- HOMO: -8.0 eV